# 1
Here is a molecular structure, C47H32BrCl4NO3P2SV in a non-equilibrium geometry from the Open Molecules 2025 dataset. Energies are from ωB97M-V/def2-TZVPD.

Positions of all 92 atoms, in Å:
C (-0.454, 3.909, -1.931)
C (-0.997, -4.434, 1.734)
C (-0.662, 0.470, -3.316)
H (-1.110, 5.057, -3.620)
H (-1.843, -4.930, -2.000)
H (-0.923, 1.275, -2.652)
H (2.566, 2.916, -4.123)
H (-4.345, 1.985, 1.460)
C (4.542, -2.795, -0.273)
H (2.355, 2.016, -1.835)
H (1.209, 1.670, 2.860)
C (-1.133, -3.331, 0.904)
P (0.344, 2.254, 0.220)
O (1.998, 0.431, -0.051)
C (1.643, 3.013, 1.239)
C (0.738, 4.043, -4.019)
H (4.251, 4.586, 3.617)
V (0.135, -0.079, 0.088)
C (3.164, -2.950, -0.086)
H (0.361, -2.403, -5.562)
C (-0.214, -1.680, 3.129)
C (-1.158, -5.717, 1.221)
H (-0.358, 4.917, 1.507)
H (2.863, 2.684, 4.387)
C (0.042, -1.569, -4.954)
H (2.320, 4.457, -0.200)
S (-2.077, 0.654, -0.054)
Cl (5.557, -4.189, -0.361)
C (-3.616, -2.074, 2.469)
C (-0.699, -0.524, -5.474)
C (3.366, 4.636, 1.665)
C (-5.480, -1.029, 1.349)
C (-2.736, -1.296, 1.721)
C (1.048, -1.658, 5.610)
H (-3.231, -2.818, 3.158)
C (-1.235, 4.281, 1.486)
C (2.336, -1.840, -0.063)
Cl (2.431, -4.506, 0.093)
C (-1.611, -4.795, -0.951)
O (-2.740, 0.979, -1.350)
Br (1.367, -2.981, -2.924)
H (-0.571, -0.401, 6.249)
C (-4.615, -0.247, 0.603)
H (-4.974, 0.434, -0.159)
C (0.990, -2.362, 3.310)
N (0.045, -0.544, -2.782)
C (-2.274, 2.199, 0.899)
C (2.889, -0.564, -0.160)
H (-6.548, -0.950, 1.189)
C (-0.344, 4.398, -3.228)
Cl (6.784, -1.308, -0.622)
C (4.248, -0.402, -0.322)
C (0.377, -1.526, -3.610)
C (-3.252, -0.369, 0.837)
C (1.808, 2.514, 2.531)
H (1.434, -2.897, 2.478)
C (2.739, 3.079, 3.387)
H (-5.666, -2.535, 2.870)
H (-0.763, -4.306, 2.784)
H (-0.986, -0.528, -6.518)
H (-1.305, 4.190, -1.324)
C (-3.542, 3.884, 2.032)
C (5.086, -1.521, -0.397)
H (-1.542, -2.658, -1.095)
C (-1.448, -3.519, -0.440)
H (-4.472, 4.217, 2.476)
C (1.615, -2.352, 4.549)
H (3.981, 5.458, 1.322)
C (-3.474, 2.623, 1.454)
C (-0.135, -0.953, 5.426)
H (-1.564, -6.900, -0.521)
C (0.514, 3.047, -1.422)
C (1.716, 3.194, -3.512)
H (-1.673, -0.389, 4.042)
H (-1.643, 1.356, -4.992)
C (-1.158, 3.021, 0.907)
C (-1.457, -5.899, -0.120)
H (1.531, -1.663, 6.579)
C (2.428, 4.072, 0.806)
H (2.550, -2.882, 4.683)
C (-2.428, 4.714, 2.046)
C (-4.981, -1.922, 2.297)
O (1.020, -1.878, 0.064)
C (1.602, 2.690, -2.225)
C (-0.761, -0.955, 4.187)
C (3.519, 4.144, 2.952)
P (-0.952, -1.602, 1.473)
Cl (4.871, 1.211, -0.411)
H (-2.488, 5.696, 2.500)
H (0.822, 4.425, -5.029)
H (-1.040, -6.575, 1.872)
C (-1.059, 0.517, -4.639)

The value obtained for the energy above the lowest of the compared OMol25 structures with the same formula, charge and spin is 25.8 kcal/mol. The calculation puts the total energy at -8530.40771 a.u. Its molar mass is 1025.5 g mol⁻¹. As for the total charge: 0. As for the spin multiplicity: 2. The orbital gap (alpha / beta) comes out at 7.08 / 6.39 eV. The expectation value of S² is 0.781. The calculation puts the LUMO energy (alpha / beta) at 0.15 / -0.10 eV.

# 2
Here is 13 unconnected molecules or ions with the total composition C58H155N13O16 in a non-equilibrium geometry from the Open Molecules 2025 dataset. Energies are from ωB97M-V/def2-TZVPD.

Positions of all 242 atoms, in Å:
O (-1.373, 0.904, -0.047)
C (1.750, -6.469, 0.605)
H (-1.698, 4.817, 6.190)
H (0.756, -4.689, -1.900)
C (0.263, -0.337, -4.011)
C (2.955, 0.239, 3.566)
C (0.345, 1.500, 5.733)
H (4.132, -2.942, 0.274)
H (-3.823, -5.594, 2.180)
H (-0.245, 0.582, 5.875)
H (-3.165, -3.878, 6.163)
H (3.096, 0.135, -2.010)
O (2.411, -5.300, 1.120)
H (6.505, 3.356, 6.777)
H (-6.130, 0.825, 5.516)
H (-3.104, -1.622, -10.069)
H (-2.152, -3.874, -4.090)
H (-4.303, -0.570, -2.908)
C (-2.320, 6.373, 0.131)
H (3.898, 5.903, 4.871)
C (-3.664, -6.685, 1.974)
H (-3.653, -1.445, 1.092)
H (-1.480, -7.211, 3.402)
H (-0.509, -1.081, -4.283)
H (-3.898, -1.979, 4.628)
H (2.167, -3.819, 4.795)
N (-7.034, 2.061, -1.961)
H (1.311, 1.664, -2.444)
O (-0.647, -3.354, -2.766)
H (-0.814, -8.238, 1.130)
H (-2.637, -3.786, -7.584)
H (-4.821, -4.008, 5.706)
C (3.533, 1.768, 0.055)
H (-0.970, -1.581, -1.002)
H (-3.185, 1.553, 5.092)
H (4.237, 2.243, -2.474)
N (2.098, 3.481, -3.166)
H (-2.137, -2.384, 4.903)
H (2.330, -6.750, -0.271)
H (0.087, 1.078, 1.401)
H (5.453, 0.989, -0.122)
H (-2.219, -4.555, -2.451)
O (3.500, -1.129, -0.503)
H (2.748, 7.380, -3.581)
H (-2.574, 5.053, 3.762)
H (-3.272, 0.756, -3.498)
H (1.898, 4.281, -2.550)
H (0.945, -4.808, 2.563)
H (6.166, 8.260, -3.901)
C (1.006, 2.473, -3.116)
O (3.543, -2.519, -5.010)
C (0.658, 4.276, 1.463)
H (0.460, 2.043, 6.692)
H (2.941, -0.161, 2.550)
C (-0.352, 2.895, -2.624)
C (3.812, -3.057, -3.694)
C (0.029, -3.902, -1.659)
H (-1.172, -0.244, 1.648)
H (-5.887, -6.674, 3.634)
O (-0.038, 0.888, -4.688)
H (0.214, -0.168, -2.937)
H (-2.314, 6.605, 1.193)
C (-6.449, 1.710, -0.682)
C (1.862, 5.270, 3.322)
H (3.842, 1.796, 4.455)
O (-4.991, 2.291, 4.634)
C (-3.944, -2.270, -9.754)
H (-0.729, 3.727, -3.251)
H (6.252, 2.540, 3.413)
H (3.277, 1.134, 0.901)
H (-1.747, 7.034, -2.231)
C (3.212, -4.422, -3.620)
H (-8.088, 1.694, 0.797)
H (-0.229, 2.138, 5.039)
C (-4.178, -2.369, -8.269)
H (5.370, -0.135, 4.445)
H (-5.021, -2.866, -12.027)
H (-2.956, 1.021, 1.214)
H (3.811, 4.110, 4.814)
C (6.341, 1.679, 4.060)
H (0.569, 2.669, -5.202)
H (2.628, -2.965, 2.035)
H (2.099, 3.861, -4.135)
N (5.012, 1.821, -1.960)
H (5.152, 6.864, -4.368)
H (-1.117, 5.407, -1.907)
H (-6.014, 2.595, -0.205)
C (5.310, 0.644, 3.666)
H (-2.993, -2.401, -6.472)
H (3.439, -4.828, -5.569)
C (-3.765, 0.341, -2.645)
C (0.962, 1.880, -4.544)
H (0.717, -6.244, 0.306)
H (2.977, -4.452, -1.463)
H (-4.779, -1.531, 2.422)
C (-2.327, 1.684, 0.629)
N (-2.204, 3.935, 6.257)
O (1.649, 1.277, 5.239)
H (0.494, 6.839, -3.203)
H (4.799, -0.536, -2.019)
H (3.469, 4.264, 2.277)
H (-6.278, 2.091, -2.630)
N (2.083, -3.115, 4.092)
H (-4.667, 0.509, -0.102)
H (4.537, 8.404, -4.705)
C (-3.894, -2.008, 1.993)
H (-1.847, 2.390, 1.323)
H (1.446, -2.212, -1.564)
H (1.991, 1.631, -4.861)
H (1.519, 1.851, 3.208)
H (-0.064, 4.524, 0.721)
C (5.156, 7.888, -3.975)
O (-3.372, -3.831, 4.141)
N (1.483, 6.292, -1.391)
C (2.037, -4.945, 2.420)
N (3.612, -5.319, -4.674)
H (-3.006, 2.190, -0.057)
C (0.377, -0.608, 0.214)
H (3.272, -2.452, -2.943)
C (3.294, 5.130, 2.943)
H (7.386, 1.314, 4.073)
C (0.734, -2.757, -0.929)
N (4.005, 1.218, 3.641)
C (-7.372, 1.051, 0.280)
H (5.525, 0.218, 2.662)
H (2.247, -5.773, 3.119)
H (0.155, 3.629, 2.218)
H (2.540, 8.122, -1.121)
H (5.710, 2.533, -1.749)
O (4.554, 7.873, -2.742)
H (7.883, 2.391, 6.054)
H (2.122, -4.214, -3.627)
H (-4.078, 2.143, 6.513)
H (-1.508, -5.625, 3.102)
H (-4.743, 0.149, 4.635)
C (4.395, -1.398, -5.383)
H (4.573, -5.551, -4.437)
H (5.145, 4.876, 4.125)
H (-2.503, 3.851, 7.226)
H (1.264, -0.637, -4.363)
H (-5.541, -8.380, 4.083)
H (-2.475, -0.821, 2.987)
H (-1.674, -3.598, 2.243)
H (1.708, 6.207, 3.882)
H (3.836, 2.738, 0.471)
C (1.592, 0.922, 3.817)
C (3.994, -0.151, -1.410)
H (-7.729, 1.371, -2.179)
H (1.511, 3.773, 1.006)
H (-5.543, -3.676, -7.247)
C (-0.940, 6.483, -1.726)
H (1.747, -7.317, 1.337)
H (1.103, -2.921, 3.927)
H (-6.089, -2.801, -8.604)
C (-1.893, -8.193, 1.060)
C (-5.489, 0.951, 4.634)
H (3.166, 6.247, 1.348)
H (-4.144, 4.422, 5.634)
H (4.557, -4.885, -2.008)
H (5.443, -1.696, -5.335)
H (-0.418, 3.210, -1.572)
H (1.134, 6.103, -0.468)
H (-3.712, -5.390, 5.303)
H (0.860, 0.002, -0.550)
H (0.721, 0.284, 3.630)
C (-1.563, -4.306, -3.277)
C (4.073, 4.989, 4.267)
C (-2.884, 4.023, 3.923)
C (4.579, 1.087, -0.777)
C (-2.674, -1.912, 2.864)
H (-4.341, -1.165, -12.197)
H (4.959, -1.559, 0.931)
H (3.512, 7.161, 2.694)
O (-5.114, -1.732, -10.322)
H (-2.037, 3.379, 3.609)
C (-2.238, -6.818, 1.632)
H (4.125, -1.130, -6.407)
H (-1.049, -5.183, -3.647)
H (-2.025, -6.068, 0.875)
C (-0.547, 0.304, 0.922)
C (-5.435, -7.615, 3.296)
C (-3.816, -4.324, 5.393)
C (2.725, 7.086, -1.409)
H (-1.315, -2.255, 1.430)
H (3.113, -6.043, -2.098)
H (1.436, 4.413, 3.809)
H (3.115, -0.485, 4.355)
H (1.121, -0.962, 0.943)
O (-4.007, -7.524, 3.083)
H (4.883, -3.094, -3.527)
H (1.422, -3.030, -0.123)
H (7.137, 3.757, 5.185)
N (-0.258, -1.893, -0.347)
H (0.400, 8.026, -1.936)
H (-6.116, 0.846, 3.737)
H (-4.326, -7.007, 1.178)
C (6.946, 2.925, 5.877)
H (-7.938, 0.226, -0.178)
C (4.534, -1.947, 0.007)
C (0.400, 6.953, -2.135)
H (-3.701, 3.727, 3.276)
H (-4.223, -3.007, 1.790)
C (-3.854, 2.365, 5.442)
H (-2.111, -2.157, -7.881)
N (-1.505, -2.601, 2.365)
H (-3.778, -3.274, -10.135)
C (3.385, 7.004, -2.794)
C (-5.107, -1.796, -11.740)
H (3.411, 6.602, -0.707)
H (-2.278, -9.082, 1.564)
H (2.626, 2.001, -0.511)
N (-5.337, -3.278, -8.142)
O (1.016, 5.469, 2.138)
H (4.714, -4.357, 2.296)
O (-4.583, 1.299, -2.042)
H (4.795, -3.023, 3.346)
C (-2.946, -2.745, -7.515)
C (-3.308, 3.789, 5.335)
H (-5.741, -0.193, -1.342)
H (-0.728, -4.278, -0.943)
N (3.707, 6.281, 2.190)
C (-5.305, 0.724, -0.955)
C (4.199, -3.919, 3.152)
O (-1.052, 6.744, -0.338)
H (-2.302, -8.233, 0.049)
H (3.692, 5.987, -2.885)
H (-4.411, -1.328, -7.927)
H (5.342, -2.036, -0.725)
H (-3.067, 6.945, -0.371)
H (-3.009, 0.133, -1.844)
N (-1.262, -6.533, 2.692)
H (4.271, -4.576, 4.001)
O (5.996, 2.056, 5.388)
H (-6.152, -1.618, -12.031)
C (3.496, -5.033, -2.231)
H (4.110, -0.614, -4.721)
H (-5.944, -7.910, 2.361)
C (2.702, -3.664, 2.874)
H (-2.561, 5.350, -0.143)
C (-3.010, -2.465, 4.241)
H (-6.731, 0.581, 1.047)
H (-1.057, 2.061, -2.738)

The value obtained for the energy above the lowest of the compared OMol25 structures with the same formula, charge and spin is 0.0 kcal/mol. The calculation puts the total energy at -4218.13014 a.u. Its molar mass is 1291.0 g mol⁻¹. As for the total charge: 0. The orbital gap comes out at 8.89 eV. The calculation puts the LUMO energy at 0.45 eV.

# 3
Here is C5H10N2O in the gas phase in a non-equilibrium geometry from the Open Molecules 2025 dataset. Energies are from ωB97M-V/def2-TZVPD.

Positions of all 18 atoms, in Å:
H (-2.815, -0.644, -1.097)
N (0.922, 0.918, 1.447)
H (1.452, 1.061, 2.301)
C (-1.042, 1.506, -0.781)
H (-1.086, 1.871, 0.255)
C (-0.828, 0.042, -0.733)
H (0.513, -1.581, -0.886)
H (-1.983, 1.758, -1.274)
H (-1.731, -1.891, -0.442)
C (1.364, -0.011, 0.723)
H (-0.190, 2.020, -1.230)
H (2.646, -0.990, 1.953)
N (2.226, -1.043, 1.039)
O (1.597, 0.213, -0.978)
H (2.849, -1.318, 0.294)
H (-2.353, -0.590, 0.600)
C (0.443, -0.495, -0.783)
C (-1.986, -0.830, -0.408)

The value obtained for the energy above the lowest of the compared OMol25 structures with the same formula, charge and spin is 85.8 kcal/mol. The calculation puts the total energy at -381.14868 a.u. Its molar mass is 114.1 g mol⁻¹. As for the total charge: 0. The orbital gap comes out at 8.17 eV. The calculation puts the LUMO energy at 0.22 eV.

# 4
Here is a gas-phase ion, C9H22N2OP (charge +1) in a non-equilibrium geometry from the Open Molecules 2025 dataset. Energies are from ωB97M-V/def2-TZVPD.

Positions of all 35 atoms, in Å:
C (1.924, 0.357, 0.376)
C (0.027, 2.333, -0.013)
H (2.592, 0.574, 2.490)
H (0.045, 2.470, 1.105)
H (1.909, -1.772, -0.234)
C (2.575, -0.868, -0.142)
C (-2.072, -1.974, -0.317)
C (0.640, 0.694, -0.447)
H (-0.387, -2.434, -1.945)
H (-2.778, -3.535, -1.575)
H (2.554, 1.255, 0.155)
H (-1.448, 2.235, -1.901)
C (1.707, 0.321, 1.901)
H (2.091, 3.242, -0.385)
C (-2.226, -1.984, 1.180)
C (0.992, 3.285, -0.696)
H (-1.783, -1.142, 1.566)
H (0.918, 1.048, 2.297)
N (-1.968, -3.273, -0.987)
P (-1.730, 2.426, -0.507)
H (-1.915, -3.949, -0.270)
H (-0.934, 0.409, 0.602)
H (-3.248, -2.041, 1.470)
H (1.348, -0.576, 2.401)
N (-0.456, -0.138, -0.055)
O (0.030, -1.626, -1.497)
H (0.774, 3.468, -1.705)
C (-0.777, -1.260, -0.625)
H (3.517, -1.078, 0.426)
H (0.822, 0.568, -1.583)
H (0.777, 4.202, -0.097)
H (-1.817, 3.772, -0.782)
H (2.858, -0.833, -1.159)
H (-1.701, -2.787, 1.673)
H (-2.862, -1.390, -0.720)

The value obtained for the energy above the lowest of the compared OMol25 structures with the same formula, charge and spin is 0.0 kcal/mol. The calculation puts the total energy at -881.91832 a.u. Its molar mass is 205.3 g mol⁻¹. As for the total charge: +1. The orbital gap comes out at 10.07 eV. Its structure (SMILES) is CC(C)[C@@H](/[NH+]=C(\O)[C@H](C)N)[C@@H](C)P. The calculation puts the LUMO energy at -2.87 eV.

# 5
Here is a molecular structure, C35H30BrClMgN5O13P in a non-equilibrium geometry from the Open Molecules 2025 dataset. Energies are from ωB97M-V/def2-TZVPD.

Positions of all 87 atoms, in Å:
C (1.036, -1.916, -7.753)
C (2.845, -0.382, -7.539)
O (-4.102, 0.625, 4.402)
H (0.141, -3.686, 4.134)
C (2.119, -0.128, -1.924)
C (1.343, -2.489, -6.529)
H (5.800, -1.192, -2.404)
N (-1.197, -3.132, 6.357)
H (-2.891, -1.136, 5.819)
C (2.881, -0.534, -0.755)
C (-4.056, 1.958, -0.789)
H (2.644, -2.437, -4.842)
C (-2.221, -1.396, 5.012)
H (-6.135, 1.976, -1.367)
C (0.377, 3.222, 0.192)
H (3.434, 0.438, -7.922)
C (4.232, -0.918, -0.994)
H (0.039, 1.502, -4.636)
C (4.781, -0.869, -2.242)
H (-1.156, 4.056, 2.469)
H (-5.136, -2.553, 0.596)
O (-3.527, 0.505, 2.229)
H (0.757, -3.315, -6.150)
C (-2.293, -0.698, 3.798)
C (-2.920, 3.580, 3.641)
N (0.846, 0.182, -1.681)
O (-0.991, 1.286, -0.075)
C (0.583, 4.584, -0.157)
C (-0.658, 2.522, -0.385)
O (0.638, -3.762, 1.666)
O (2.353, -0.503, 0.374)
H (4.816, -1.258, -0.152)
C (2.395, -1.991, -5.794)
H (2.703, 3.057, 2.697)
H (-0.939, 0.814, -2.455)
N (4.369, -0.567, -5.734)
C (1.783, -0.866, -8.265)
H (-0.008, 5.010, -0.956)
O (-1.869, -2.751, 7.314)
C (-2.073, 3.454, 2.376)
H (-5.083, -0.977, 1.401)
C (2.717, 0.001, -3.206)
H (-2.636, 3.819, 1.512)
C (-1.309, -0.940, 2.787)
C (0.109, 0.657, -2.659)
H (-3.742, 2.746, -1.494)
H (-1.299, 3.038, -1.106)
O (-1.108, -0.085, 1.818)
C (1.962, 0.688, -4.170)
N (-3.271, 0.199, 3.558)
Cl (1.681, 7.023, 0.122)
N (4.770, -0.574, -4.536)
H (2.930, 5.452, 2.123)
C (3.185, -0.926, -6.281)
H (-5.256, -1.064, -0.357)
O (1.142, 1.398, 1.511)
O (0.173, -1.879, 0.597)
Mg (0.407, -0.045, 0.442)
P (-2.298, 0.988, 1.112)
O (-3.296, 2.108, 0.380)
H (-5.816, 1.353, 0.268)
H (-3.430, 4.543, 3.652)
Br (-0.455, -2.575, -8.760)
C (-1.289, -2.425, 5.139)
C (2.238, 4.814, 1.590)
H (-3.666, 2.789, 3.672)
C (1.207, 2.614, 1.225)
C (-0.501, -2.822, 4.050)
O (-2.723, -0.271, 0.035)
H (-2.294, 3.492, 4.527)
C (4.064, -0.471, -3.397)
H (-2.827, -1.899, 1.302)
H (-5.721, 3.086, -0.039)
H (2.414, 0.996, -5.102)
O (-1.652, 2.132, 2.154)
C (-0.506, -2.089, 2.876)
H (-2.957, -2.191, -0.438)
C (-5.538, 2.103, -0.466)
C (0.198, -2.622, 1.620)
C (-4.788, -1.525, 0.510)
H (-3.855, 0.986, -1.246)
C (1.477, 5.343, 0.538)
C (-3.265, -1.517, 0.371)
C (2.102, 3.489, 1.911)
O (-0.458, -4.111, 6.420)
C (0.647, 0.991, -3.903)
H (1.530, -0.438, -9.227)

The value obtained for the energy above the lowest of the compared OMol25 structures with the same formula, charge and spin is 60.4 kcal/mol. The calculation puts the total energy at -6179.39085 a.u. Its molar mass is 899.3 g mol⁻¹. As for the total charge: -2. The orbital gap (alpha / beta) comes out at 4.64 / 6.25 eV. The calculation puts the LUMO energy (alpha / beta) at 3.50 / 3.50 eV.